1.
CHPS3 | wB97M-V/def2-TZVPD

Geometry as ORCA input:
```
! RIJCOSX wB97M-V def2-TZVPD def2/J DEFGRID3
* xyz 0 1
C -0.224 0.688 0.209
P -1.240 -0.868 0.655
S -0.540 -2.278 -0.412
S -1.442 1.828 0.218
S 1.408 0.897 -0.514
H 2.039 -0.268 -0.157
*
```

Calculated values
HOMO level: -9.0 eV
gap between HOMO and LUMO: 7.254 eV

These are the natural (NBO) partial charges, in e, on atoms 1 to 2: C -0.67; P 0.69


2.
C28H23F3FeIN7O5S | wB97M-V/def2-TZVPD

Geometry as ORCA input:
```
! RIJCOSX wB97M-V def2-TZVPD def2/J DEFGRID3
* xyz 1 6
Fe -0.064 0.035 -0.022
C 0.449 2.041 -2.555
N -0.550 1.935 -1.492
C -0.931 3.163 -0.811
C -0.851 2.940 0.661
N -0.606 1.768 1.190
C -0.529 1.989 2.583
C -0.297 1.125 3.656
C -0.282 1.673 4.923
C -0.495 3.041 5.142
C -0.739 3.905 4.096
C -0.753 3.346 2.825
N -0.963 3.917 1.578
C 1.652 1.234 -2.205
N 1.656 0.310 -1.277
C 2.933 -0.269 -1.318
C 3.467 -1.368 -0.649
C 4.777 -1.703 -0.921
C 5.545 -0.985 -1.850
C 5.012 0.072 -2.557
C 3.691 0.398 -2.278
N 2.840 1.351 -2.822
H 0.744 3.080 -2.721
H 0.038 1.663 -3.494
H -1.355 1.443 -1.851
H -1.935 3.491 -1.097
H -0.245 3.972 -1.071
H -0.147 0.070 3.507
H -0.111 1.027 5.773
H -0.475 3.425 6.153
H -0.915 4.959 4.260
H -1.154 4.886 1.389
H 2.864 -1.965 0.016
H 5.219 -2.557 -0.425
H 6.568 -1.284 -2.036
H 5.586 0.602 -3.304
H 3.048 1.969 -3.588
O -2.023 -1.860 2.930
C -1.795 -1.289 1.893
O -0.590 -1.013 1.458
C -2.892 -0.829 0.985
C -4.216 -1.132 1.252
C -5.180 -0.698 0.363
C -4.773 0.013 -0.758
C -3.425 0.257 -0.942
N -2.489 -0.144 -0.080
H -4.447 -1.701 2.141
H -6.226 -0.916 0.528
H -5.485 0.361 -1.493
H -3.101 0.767 -1.841
F -1.911 -2.846 -3.743
C -1.391 -3.052 -2.537
F -2.357 -2.930 -1.625
F -0.888 -4.276 -2.473
S -0.081 -1.803 -2.226
O -0.820 -0.526 -2.214
O 0.890 -1.956 -3.258
O 0.345 -2.049 -0.837
I 2.696 2.950 0.754
C 2.760 1.122 1.781
C 3.800 1.014 2.693
C 3.936 -0.164 3.402
C 3.033 -1.183 3.165
C 2.027 -0.978 2.244
N 1.866 0.166 1.554
H 4.483 1.838 2.835
H 4.736 -0.278 4.121
H 3.096 -2.129 3.684
H 1.301 -1.752 2.046
*
```

Calculated values
HOMO level (alpha / beta): -11.5 / -11.5 eV
gap between HOMO and LUMO (alpha / beta): 9.080 / 7.285 eV
⟨S²⟩: 8.758

These are the natural (NBO) partial charges, in e, on atoms 1 to 2: Fe 1.72; C -0.26


3.
C18H14N3O9RuS2 | wB97M-V/def2-TZVPD

Geometry as ORCA input:
```
! RIJCOSX wB97M-V def2-TZVPD def2/J DEFGRID3
* xyz 0 6
Ru -0.500 0.819 0.316
O -2.192 -1.499 3.468
C -1.949 -0.695 2.600
N -0.850 0.106 2.446
C 0.236 0.091 3.277
O 0.394 -0.517 4.309
C 1.300 1.049 2.781
C 2.577 0.989 3.308
C 3.545 1.840 2.801
C 3.192 2.746 1.813
C 1.887 2.752 1.358
N 0.954 1.921 1.829
C -2.967 -0.411 1.513
C -4.061 -1.242 1.352
C -4.964 -0.958 0.340
C -4.757 0.159 -0.456
C -3.643 0.944 -0.223
N -2.766 0.664 0.744
H 2.790 0.259 4.076
H 4.562 1.795 3.167
H 3.912 3.432 1.390
H 1.579 3.457 0.596
H -4.166 -2.092 2.010
H -5.818 -1.601 0.175
H -5.441 0.418 -1.251
H -3.446 1.833 -0.809
O 1.033 -2.991 0.651
S 0.697 -1.764 -0.002
O -0.752 -1.478 -0.052
O 1.382 -0.573 0.542
C 1.277 -1.887 -1.694
C 1.927 -3.070 -2.012
C 2.472 -3.255 -3.273
C 2.361 -2.254 -4.224
C 1.708 -1.072 -3.915
C 1.169 -0.876 -2.651
S 0.370 0.709 -2.406
O -1.019 0.471 -1.951
O 0.441 1.403 -3.663
O 1.067 1.433 -1.314
H 1.990 -3.828 -1.244
H 2.985 -4.179 -3.503
H 2.780 -2.392 -5.211
H 1.598 -0.280 -4.643
O -1.254 3.071 -0.569
H -1.052 2.830 -1.484
H -0.591 3.720 -0.311
*
```

Calculated values
HOMO level (alpha / beta): -9.2 / -9.4 eV
gap between HOMO and LUMO (alpha / beta): 9.005 / 7.220 eV
⟨S²⟩: 8.757

These are the natural (NBO) partial charges, in e, on atoms 1 to 2: Ru 1.65; O -0.53


4.
C4H6N2O | wB97M-V/def2-TZVPD

Geometry as ORCA input:
```
! RIJCOSX wB97M-V def2-TZVPD def2/J DEFGRID3
* xyz 0 1
N -1.837 0.635 -0.251
C -0.466 0.374 -0.201
C -0.027 -0.930 -0.234
O -0.679 -1.927 0.458
N 1.348 -0.919 -0.147
C 1.749 0.356 0.137
C 0.645 1.180 0.164
H -2.339 0.184 -0.998
H -2.180 1.544 0.004
H -1.566 -1.593 0.650
H 1.957 -1.666 -0.445
H 2.793 0.579 0.295
H 0.602 2.183 0.568
*
```

Calculated values
HOMO level: -7.0 eV
gap between HOMO and LUMO: 7.929 eV
SMILES: Nc1cc[nH]c1O

These are the natural (NBO) partial charges, in e, on atoms 1 to 2: N -0.85; C 0.05


Computed total energy (eV) in order:
-42846.583; -111551.762; -66042.725; -9271.561
Computed ΔE to the lowest compared entry with this formula, charge and spin (kcal per mole) in order:
7.7; 0.0; 4.6; 44.8